--- A ---
Computed, not measured: the molecule C3H9NO4, with ωB97M-V with the def2-TZVPD basis set.

For the LUMO energy, the calculation gives 0.76 eV. The SMILES is N[C@H](O)[C@@H](O)C(O)O. Its HOMO energy is -0.3750 Eh. The charge is 0. As for the spin multiplicity: 1.

Each line ends with the Löwdin charge.
CARTESIAN COORDINATES (ANGSTROEM)
N (0.09067, -1.59415, 0.94424)  0.069
C (0.65663, -0.27812, 1.15608)  -0.402
O (-0.06132, 0.54134, 2.04994)  -0.003
C (0.82177, 0.38909, -0.23245)  -0.256
O (1.22063, -0.56796, -1.19409)  -0.034
C (-0.49626, 1.06341, -0.68595)  -0.379
O (-0.63281, 0.98580, -2.14453)  -0.033
O (-1.63000, 0.33169, -0.35587)  -0.081
H (0.11475, -2.14276, 1.79419)  0.094
H (-0.87316, -1.50204, 0.63359)  0.083
H (1.64535, -0.40224, 1.60604)  0.155
H (-0.96349, 0.62759, 1.70761)  0.084
H (1.59568, 1.16001, -0.18760)  0.156
H (0.94387, -1.42981, -0.82794)  0.090
H (-0.56303, 2.12154, -0.40092)  0.156
H (0.03680, 0.32395, -2.41968)  0.098
H (-1.90608, 0.37266, -1.44267)  0.204

--- B ---
Computed, not measured: a cluster of 2 separate species, C3H9NO4 in total, with ωB97M-V with the def2-TZVPD basis set.

For the LUMO energy, the calculation gives 0.50 eV. The SMILES is N[C@@H](CO)C(=O)O.O. Its HOMO energy is -0.3455 Eh. The charge is 0. As for the spin multiplicity: 1.

Each line ends with the Löwdin charge.
CARTESIAN COORDINATES (ANGSTROEM)
N (0.80230, 1.22439, -0.87263)  0.071
C (-0.23744, 1.23714, 0.15425)  -0.270
C (-1.49211, 0.68455, -0.52496)  -0.183
O (-1.25543, -0.63220, -1.04254)  -0.102
C (0.17153, 0.29278, 1.25847)  -0.460
O (-0.40139, -0.64235, 1.75650)  0.115
O (1.44376, 0.56676, 1.66183)  0.087
H (0.69408, 0.47390, -1.53885)  0.068
H (1.71536, 1.29440, -0.45536)  0.075
H (-0.33287, 2.26143, 0.51981)  0.155
H (-1.69051, 1.21370, -1.46062)  0.126
H (-2.45617, 0.72811, -0.00936)  0.126
H (-1.01382, -1.14487, -0.25819)  0.066
H (1.73144, 0.22060, 2.51162)  0.126
O (0.68838, -2.08410, -1.92018)  -0.057
H (0.70706, -2.35516, -0.99760)  0.032
H (-0.24905, -2.03446, -2.12825)  0.025

--- C ---
Computed, not measured: the molecule C3H9NO4, with ωB97M-V with the def2-TZVPD basis set.

For the LUMO energy, the calculation gives 0.80 eV. The SMILES is CO[C@H](O)C(N)(O)O. Its HOMO energy is -0.3740 Eh. The charge is 0. As for the spin multiplicity: 1.

Each line ends with the Löwdin charge.
CARTESIAN COORDINATES (ANGSTROEM)
C (1.61542, 1.55467, -0.74712)  -0.092
O (0.36866, 0.95254, -1.03945)  -0.144
C (0.23189, -0.40766, -0.57786)  -0.351
O (-0.24068, -1.10457, -1.66068)  0.032
C (-0.79579, -0.42035, 0.61052)  -0.635
N (-0.55037, -1.55748, 1.44422)  0.131
O (-2.09532, -0.52012, 0.08195)  0.034
O (-0.69356, 0.76592, 1.33502)  0.045
H (1.78311, 1.62487, 0.33330)  0.090
H (1.58348, 2.55655, -1.17231)  0.092
H (2.44022, 0.99051, -1.19647)  0.094
H (1.19994, -0.81997, -0.27156)  0.161
H (-1.04853, -0.56775, -1.89039)  0.133
H (0.39976, -1.56826, 1.78782)  0.090
H (-1.16929, -1.51325, 2.24118)  0.095
H (-2.31085, -1.46812, 0.02252)  0.118
H (-0.71810, 1.50247, 0.69932)  0.108

Relative energies, unit kcal/mol: A 12.9; B 0.0; C 2.3